1.
Molecular formula: C5H18NO5
Method: DFT, ωB97M-V/def2-TZVPD

Last column: natural (NBO) charge in e.
Cartesian coordinates (Å):
C: 0.680 -1.774 -0.787  -0.078
O: 2.018 -1.672 -1.136  -0.709
C: -0.185 -0.463 -0.464  -0.108
C: -0.780 -0.304 0.907  -0.479
C: -1.842 -1.345 1.214  -0.518
C: -1.294 -2.641 1.899  0.442
O: -0.498 -2.571 2.834  -0.515
N: 0.566 0.717 -0.870  -0.813
H: 0.226 -2.204 -1.715  0.191
H: 0.526 -2.478 0.142  0.161
H: 2.521 -1.197 -0.483  0.479
H: -1.083 -0.502 -1.232  0.218
H: -1.168 0.743 1.051  0.215
H: 0.034 -0.385 1.649  0.238
H: -2.481 -0.983 1.984  0.248
H: -2.307 -1.701 0.361  0.207
H: -1.631 -3.529 1.456  0.122
H: 0.802 0.790 -1.913  0.438
H: -0.007 1.545 -0.572  0.468
H: 1.467 0.623 -0.323  0.441
H: 3.475 2.171 0.747  0.400
H: 2.870 1.092 1.789  0.457
O: 3.143 1.165 0.851  -1.111
H: -2.826 2.121 -1.746  0.485
H: -2.673 1.008 -0.661  0.471
O: -2.340 1.357 -1.484  -0.972
H: 0.314 3.955 -0.862  0.413
H: 1.685 3.385 -1.397  0.426
O: 0.789 3.078 -1.239  -1.217

Output
Energy relative to the best compared isomer or geometry (same formula, charge and spin) ... 24.3 kcal/mol
2S+1 ... 2
HOMO-LUMO gap (alpha / beta) ... 3.258 / 10.607 eV
Lowest unoccupied orbital energy (alpha / beta) ... 0.2 / 0.1 eV


2.
Molecular formula: C5H18NO7
Method: DFT, ωB97M-V/def2-TZVPD

Last column: natural (NBO) charge in e.
Cartesian coordinates (Å):
O: 1.212 2.380 0.220  -0.744
C: 0.388 1.657 -0.364  0.802
O: -0.863 1.643 -0.085  -0.778
C: 0.864 0.762 -1.512  -0.527
C: 1.688 -0.456 -1.021  -0.427
C: 0.841 -1.587 -0.414  -0.256
C: 0.981 -0.707 1.797  -0.061
N: 0.541 -1.596 1.009  -0.429
H: 1.506 1.391 -2.142  0.218
H: 0.000 0.442 -2.096  0.224
H: 2.226 -0.872 -1.882  0.206
H: 2.457 -0.132 -0.316  0.223
H: -0.128 -1.620 -0.926  0.205
H: 1.355 -2.540 -0.625  0.192
H: 0.658 -0.782 2.824  0.170
H: 1.602 0.127 1.498  0.172
H: -1.928 1.662 2.474  0.479
H: -2.643 0.298 2.650  0.496
O: -2.352 1.098 3.147  -1.002
H: 2.784 1.936 0.364  0.502
H: 3.830 2.396 1.456  0.458
O: 3.723 1.861 0.664  -1.011
H: -3.145 0.343 -1.136  0.474
H: -1.670 0.609 -0.569  0.506
O: -2.339 -0.153 -0.921  -1.051
H: -1.671 -0.869 -2.338  0.502
H: -1.120 -2.237 -2.746  0.454
O: -1.331 -1.373 -3.121  -0.988
H: -1.950 -1.573 1.815  0.481
H: -2.679 -0.889 0.684  0.507
O: -2.839 -1.218 1.614  -0.997

Output
Energy relative to the best compared isomer or geometry (same formula, charge and spin) ... 0.0 kcal/mol
2S+1 ... 1
Total charge ... -1
HOMO-LUMO gap ... 9.616 eV
Lowest unoccupied orbital energy ... 3.3 eV


3.
Molecular formula: C5H19BCl2CrN5O18
Method: DFT, ωB97M-V/def2-TZVPD

Last column: natural (NBO) charge in e.
Cartesian coordinates (Å):
Cr: -0.216 -0.096 0.265  1.319
Cl: -2.933 0.591 2.911  2.602
O: -2.676 -0.427 3.835  -0.852
O: -2.530 1.774 3.573  -0.878
O: -2.272 0.384 1.602  -0.904
O: -4.334 0.682 2.693  -0.873
Cl: -2.081 -2.933 -1.645  2.560
O: -2.009 -2.790 -3.048  -0.861
O: -1.171 -4.022 -1.275  -0.876
O: -1.604 -1.726 -0.977  -0.904
O: -3.417 -3.285 -1.195  -0.830
B: 0.979 0.738 2.010  -0.835
H: 0.369 1.397 1.412  0.006
H: 0.428 0.696 2.937  0.059
H: 1.101 -0.284 1.685  0.005
H: 1.937 1.208 2.171  0.002
C: 2.317 3.300 0.017  -0.462
N: 2.700 1.882 -0.452  0.561
O: 3.903 1.625 -0.611  -0.404
O: 1.715 1.253 -0.809  -0.361
H: 2.267 3.766 -0.966  0.232
H: 3.098 3.727 0.647  0.219
H: 1.385 3.236 0.578  0.247
C: -0.142 0.090 -4.598  -0.483
N: 0.508 0.188 -3.314  0.528
O: 1.681 -0.133 -3.111  -0.354
O: -0.339 0.385 -2.416  -0.381
H: -0.647 1.025 -4.842  0.234
H: -0.974 -0.608 -4.497  0.281
H: 0.605 -0.135 -5.359  0.221
C: -1.168 -4.324 2.446  -0.472
N: -0.753 -2.940 2.812  0.538
O: -0.494 -2.115 1.944  -0.390
O: -0.717 -2.668 4.039  -0.364
H: -1.246 -4.851 3.397  0.226
H: -0.298 -4.580 1.841  0.237
H: -2.086 -4.316 1.859  0.259
C: -2.260 4.119 -0.137  -0.485
N: -1.099 3.334 -0.656  0.562
O: -0.286 3.936 -1.350  -0.421
O: -1.013 2.191 -0.368  -0.336
H: -1.959 5.162 -0.038  0.226
H: -2.494 3.719 0.849  0.265
H: -3.073 3.960 -0.846  0.239
C: 3.645 -1.477 -0.369  -0.473
N: 2.248 -2.065 -0.357  0.556
O: 2.278 -3.304 -0.550  -0.317
O: 1.243 -1.350 -0.437  -0.404
H: 3.806 -0.813 0.481  0.250
H: 3.639 -0.908 -1.299  0.256
H: 4.436 -2.218 -0.480  0.232

Output
Energy relative to the best compared isomer or geometry (same formula, charge and spin) ... 61.7 kcal/mol
2S+1 ... 5
Total charge ... -1
HOMO-LUMO gap (alpha / beta) ... 7.636 / 7.611 eV
Lowest unoccupied orbital energy (alpha / beta) ... 1.4 / 1.4 eV


4.
Molecular formula: C5H19BN2O
Method: DFT, ωB97M-V/def2-TZVPD

Last column: natural (NBO) charge in e.
Cartesian coordinates (Å):
C: 3.862 0.809 0.820  -0.615
C: 3.666 0.461 -0.672  -0.413
C: 2.191 0.431 -1.098  -0.025
O: 1.370 -0.080 -0.099  -0.746
B: 0.086 -0.624 -0.618  0.193
C: -1.091 -0.475 0.538  -0.645
C: -1.963 0.767 0.330  -0.215
N: -1.105 1.952 0.241  -0.831
H: 4.670 0.197 1.219  0.191
H: 4.231 1.833 0.896  0.185
H: 2.954 0.689 1.399  0.235
H: 4.084 -0.527 -0.854  0.186
H: 4.169 1.221 -1.269  0.186
H: 1.890 1.438 -1.435  0.131
H: 2.115 -0.219 -1.981  0.154
H: 0.173 -1.832 -0.881  -0.127
H: -0.254 -0.066 -1.663  -0.128
H: -1.735 -1.385 0.550  0.090
H: -0.571 -0.445 1.497  0.217
H: -2.619 0.932 1.200  0.137
H: -2.571 0.631 -0.576  0.137
H: -1.521 2.737 0.723  0.347
H: -0.923 2.199 -0.723  0.370
N: -4.231 -2.133 0.492  -0.863
H: -5.144 -2.587 0.514  0.438
H: -4.017 -1.811 -0.457  0.471
H: -4.218 -1.325 1.120  0.468
H: -3.499 -2.787 0.786  0.471

Output
2S+1 ... 1
HOMO-LUMO gap ... 4.658 eV
Lowest unoccupied orbital energy ... -1.6 eV


5.
Molecular formula: C5H19NO5
Method: DFT, ωB97M-V/def2-TZVPD

Last column: natural (NBO) charge in e.
Cartesian coordinates (Å):
C: 0.140 -2.383 1.265  -0.611
C: 0.305 -0.873 1.178  -0.235
N: 1.557 -0.535 0.514  -0.683
C: 3.167 1.206 -0.103  -0.613
C: 1.689 0.911 0.189  -0.150
C: 1.162 1.857 1.276  -0.002
O: 0.004 2.418 1.169  -0.813
H: 0.387 -2.885 0.329  0.206
H: 0.785 -2.829 2.034  0.180
H: -0.877 -2.660 1.553  0.201
H: -0.529 -0.471 0.600  0.204
H: 0.221 -0.407 2.167  0.182
H: 2.363 -0.847 1.042  0.348
H: 3.546 0.589 -0.928  0.184
H: 3.772 1.074 0.793  0.186
H: 3.263 2.242 -0.424  0.213
H: 1.090 1.110 -0.695  0.196
H: 1.769 1.997 2.197  0.079
H: -0.873 1.968 -0.242  0.524
H: -2.054 1.079 -0.815  0.494
O: -1.182 1.485 -1.062  -1.050
H: -1.221 -1.774 -1.477  0.516
H: -2.390 -2.552 -2.097  0.465
O: -2.059 -2.273 -1.258  -0.995
H: -3.631 -0.269 0.569  0.469
H: -3.010 -0.940 -0.682  0.503
O: -3.432 -0.109 -0.362  -0.991
H: 0.825 -0.834 -1.347  0.504
H: -0.397 0.076 -1.742  0.517
O: 0.066 -0.784 -1.954  -1.030

Output
Energy relative to the best compared isomer or geometry (same formula, charge and spin) ... 0.0 kcal/mol
2S+1 ... 2
Total charge ... -1
HOMO-LUMO gap (alpha / beta) ... 3.736 / 7.089 eV
Lowest unoccupied orbital energy (alpha / beta) ... 3.2 / 3.2 eV


6.
Molecular formula: C5H19NO6
Method: DFT, ωB97M-V/def2-TZVPD

Last column: natural (NBO) charge in e.
Cartesian coordinates (Å):
N: -1.271 -1.900 1.169  -0.841
C: -1.374 -0.673 0.522  0.680
O: -2.101 0.152 1.040  -0.643
C: -0.536 -0.479 -0.722  -0.539
C: 0.781 -1.317 -0.730  -0.391
C: 2.011 -0.416 -0.461  -0.442
C: 2.375 0.846 -1.220  -0.075
O: 2.476 0.408 -2.607  -0.725
H: -0.690 -2.696 0.991  0.397
H: -1.777 -1.970 2.025  0.403
H: -0.334 0.516 -1.095  0.268
H: -1.108 -1.005 -1.532  0.230
H: 0.711 -1.968 0.163  0.209
H: 0.814 -1.908 -1.620  0.205
H: 2.862 -1.107 -0.606  0.215
H: 2.000 -0.164 0.648  0.221
H: 3.387 1.202 -1.042  0.191
H: 1.757 1.734 -1.136  0.173
H: 1.672 -0.096 -2.789  0.456
O: -0.775 1.142 3.767  -0.974
H: -1.502 1.756 3.694  0.484
H: -0.668 0.562 3.019  0.490
O: 1.831 -0.306 3.265  -0.950
H: 1.590 0.255 4.009  0.485
H: 2.787 -0.244 3.256  0.468
O: -1.248 1.519 -3.064  -0.956
H: -1.667 2.373 -3.224  0.471
H: -2.010 0.968 -2.862  0.485
O: -3.565 0.966 -1.247  -0.966
H: -3.265 0.132 -0.895  0.479
H: -3.165 1.717 -0.716  0.493

Output
Energy relative to the best compared isomer or geometry (same formula, charge and spin) ... 41.8 kcal/mol
Structure (SMILES) ... NC(=O)CCCCO.O.O.O.O
2S+1 ... 1
HOMO-LUMO gap ... 10.653 eV
Lowest unoccupied orbital energy ... 0.5 eV


What is the formula in the second record?
C5H18NO7


Please write out number 4 again, unchanged.
Molecular formula: C5H19BN2O
Method: DFT, ωB97M-V/def2-TZVPD

Last column: natural (NBO) charge in e.
Cartesian coordinates (Å):
C: 3.862 0.809 0.820  -0.615
C: 3.666 0.461 -0.672  -0.413
C: 2.191 0.431 -1.098  -0.025
O: 1.370 -0.080 -0.099  -0.746
B: 0.086 -0.624 -0.618  0.193
C: -1.091 -0.475 0.538  -0.645
C: -1.963 0.767 0.330  -0.215
N: -1.105 1.952 0.241  -0.831
H: 4.670 0.197 1.219  0.191
H: 4.231 1.833 0.896  0.185
H: 2.954 0.689 1.399  0.235
H: 4.084 -0.527 -0.854  0.186
H: 4.169 1.221 -1.269  0.186
H: 1.890 1.438 -1.435  0.131
H: 2.115 -0.219 -1.981  0.154
H: 0.173 -1.832 -0.881  -0.127
H: -0.254 -0.066 -1.663  -0.128
H: -1.735 -1.385 0.550  0.090
H: -0.571 -0.445 1.497  0.217
H: -2.619 0.932 1.200  0.137
H: -2.571 0.631 -0.576  0.137
H: -1.521 2.737 0.723  0.347
H: -0.923 2.199 -0.723  0.370
N: -4.231 -2.133 0.492  -0.863
H: -5.144 -2.587 0.514  0.438
H: -4.017 -1.811 -0.457  0.471
H: -4.218 -1.325 1.120  0.468
H: -3.499 -2.787 0.786  0.471

Output
2S+1 ... 1
HOMO-LUMO gap ... 4.658 eV
Lowest unoccupied orbital energy ... -1.6 eV